# C79H68F24O15S4

A 11-piece molecular cluster, C79H68F24O15S4 overall at a distorted geometry (the ωB97M-V functional and the def2-TZVPD basis, the Open Molecules 2025 dataset).

Structure (XYZ):
```
190
Properties=species:S:1:pos:R:3
C -1.28 -12.27 0.27
C -0.15 -11.74 -0.60
C -0.36 -11.92 -2.09
F 0.50 -11.22 -2.81
F -0.25 -13.24 -2.47
F -0.13 -10.45 -0.40
F 1.00 -12.25 -0.15
O -2.53 -11.89 -0.20
C -3.63 -12.28 0.54
C -4.93 -11.64 -0.06
F -4.95 -11.80 -1.41
F -6.03 -12.14 0.43
F -3.79 -13.61 0.35
F -3.61 -11.90 1.82
H -1.01 -11.93 1.27
H -1.18 -13.36 0.31
H -1.39 -11.65 -2.31
H -5.11 -10.57 0.07
C -9.76 -1.85 6.87
C -10.13 -2.44 8.25
C -8.95 -2.26 9.28
F -9.15 -2.88 10.46
F -7.81 -2.67 8.72
F -11.19 -1.87 8.81
F -10.43 -3.77 8.18
O -10.81 -1.89 5.90
C -10.38 -1.59 4.55
C -11.62 -1.31 3.71
F -12.26 -0.21 4.06
F -11.44 -1.13 2.36
F -9.56 -0.51 4.57
F -9.74 -2.62 4.06
H -9.02 -2.51 6.43
H -9.20 -0.91 6.92
H -8.84 -1.22 9.59
H -12.33 -2.11 3.92
C -9.63 -2.54 -10.48
C -8.85 -3.88 -10.53
C -9.46 -4.96 -9.63
F -8.75 -6.15 -9.64
F -9.62 -4.70 -8.32
F -8.86 -4.54 -11.68
F -7.61 -3.54 -10.17
O -11.04 -2.71 -10.75
C -11.48 -2.00 -11.85
C -13.04 -2.25 -12.00
F -13.38 -3.53 -11.94
F -13.83 -1.58 -11.11
F -11.29 -0.68 -11.73
F -10.82 -2.43 -12.92
H -9.08 -1.89 -11.16
H -9.58 -2.18 -9.45
H -10.50 -5.21 -9.86
H -13.37 -1.88 -12.97
C -11.90 7.63 0.90
S -11.32 9.31 1.53
O -11.65 10.19 0.32
C -12.68 9.56 2.82
H -11.23 7.21 0.15
H -12.89 7.65 0.44
H -11.99 6.89 1.70
H -13.57 9.89 2.29
H -12.31 10.40 3.40
H -12.94 8.60 3.27
C 11.20 3.18 5.96
S 12.21 1.78 5.32
O 12.10 1.81 3.82
C 13.84 2.55 5.84
H 10.15 2.94 5.76
H 11.58 4.10 5.51
H 11.41 3.24 7.02
H 14.76 1.97 5.79
H 13.81 2.91 6.86
H 13.92 3.45 5.24
C -0.91 -4.39 4.76
S -2.63 -3.83 4.47
O -3.61 -4.75 5.19
C -2.47 -2.30 5.53
H -0.76 -5.40 4.38
H -0.69 -4.51 5.82
H -0.17 -3.76 4.27
H -1.75 -1.58 5.16
H -2.05 -2.56 6.51
H -3.44 -1.86 5.71
C -4.42 7.41 4.40
S -3.09 6.80 5.54
O -2.64 8.16 6.12
C -4.32 6.01 6.75
H -3.88 8.04 3.69
H -5.25 7.99 4.80
H -4.83 6.68 3.71
H -3.73 5.44 7.47
H -5.02 5.43 6.15
H -4.84 6.77 7.35
C 3.27 -3.28 -1.54
C 3.39 -2.04 -0.83
C 2.31 -1.27 -0.56
C 1.03 -1.59 -1.04
C 0.91 -2.76 -1.81
C 1.98 -3.61 -1.97
C -0.40 -3.19 -2.36
O -0.44 -4.28 -3.02
C -1.57 -2.33 -2.16
C -2.79 -2.67 -2.81
C -3.88 -1.78 -2.73
C -3.74 -0.57 -2.00
C -2.55 -0.29 -1.33
C -1.42 -1.14 -1.38
C -0.15 -0.69 -0.73
O -0.05 0.33 -0.02
H 4.13 -3.92 -1.66
H 4.33 -1.68 -0.44
H 2.52 -0.38 0.01
H 1.89 -4.56 -2.48
H -2.92 -3.63 -3.29
H -4.86 -2.00 -3.13
H -4.56 0.10 -2.18
H -2.49 0.62 -0.76
C -3.04 6.79 -4.34
C -4.11 6.05 -4.92
C -3.84 4.87 -5.69
C -2.52 4.49 -5.90
C -1.46 5.26 -5.26
C -1.71 6.45 -4.51
C -0.09 4.73 -5.48
O 0.88 5.33 -4.94
C 0.14 3.45 -6.25
C 1.47 2.91 -6.31
C 1.70 1.71 -7.05
C 0.63 0.98 -7.51
C -0.69 1.41 -7.38
C -0.95 2.68 -6.82
C -2.34 3.26 -6.71
O -3.29 2.60 -7.20
H -3.37 7.68 -3.83
H -5.12 6.44 -4.94
H -4.67 4.34 -6.13
H -0.86 7.01 -4.14
H 2.27 3.41 -5.78
H 2.66 1.24 -7.19
H 0.93 0.14 -8.11
H -1.57 0.97 -7.83
C 10.57 14.99 -0.81
C 11.32 14.74 0.34
C 10.69 14.04 1.36
C 9.42 13.41 1.26
C 8.76 13.53 0.01
C 9.28 14.44 -0.96
C 7.49 12.84 -0.27
O 6.78 13.10 -1.26
C 7.12 11.71 0.78
C 6.08 10.84 0.53
C 5.73 9.79 1.44
C 6.46 9.68 2.61
C 7.46 10.59 2.87
C 7.82 11.61 1.99
C 8.91 12.56 2.39
O 9.53 12.58 3.45
H 11.01 15.60 -1.58
H 12.32 15.14 0.36
H 11.20 13.93 2.30
H 8.70 14.62 -1.86
H 5.48 10.88 -0.37
H 4.91 9.12 1.24
H 6.12 9.03 3.40
H 8.02 10.51 3.79
C 9.45 -8.08 4.69
C 9.04 -8.55 3.46
C 9.94 -8.65 2.40
C 11.23 -8.16 2.58
C 11.65 -7.62 3.83
C 10.71 -7.62 4.85
C 13.07 -7.11 4.06
O 13.42 -6.62 5.16
C 14.03 -7.40 2.91
C 15.38 -7.19 3.10
C 16.33 -7.39 2.09
C 15.88 -7.92 0.89
C 14.55 -8.22 0.69
C 13.66 -8.04 1.70
C 12.24 -8.45 1.47
O 11.84 -8.99 0.40
H 8.79 -8.00 5.55
H 8.04 -8.97 3.40
H 9.47 -9.08 1.53
H 10.98 -7.25 5.82
H 15.76 -6.83 4.04
H 17.35 -7.10 2.26
H 16.55 -7.93 0.04
H 14.09 -8.52 -0.24
```

Values from the calculation:
Charge: 0
Gap between HOMO and LUMO in eV: 7.63
HOMO energy in eV: -9.1
F_max in eV Å⁻¹: 4.44

***

# C79H73F6N5O6P2SY

C79H73F6N5O6P2SY as an isolated structure at a distorted geometry (the ωB97M-V functional and the def2-TZVPD basis, the Open Molecules 2025 dataset).

Structure (XYZ):
```
173
Properties=species:S:1:pos:R:3
Y 0.96 0.21 0.16
O -0.31 0.23 -1.81
S -0.70 -1.21 -2.09
C 0.76 -1.81 -2.94
C 1.32 -1.09 -3.97
C 2.34 -1.63 -4.78
C 2.72 -2.93 -4.58
C 3.69 -3.82 -5.28
C 3.71 -5.13 -4.46
C 2.72 -4.91 -3.35
C 2.31 -5.69 -2.30
C 1.49 -5.11 -1.32
C 1.02 -3.81 -1.38
P 0.27 -2.97 0.07
C 1.23 -3.61 1.51
C 2.49 -4.19 1.44
C 3.16 -4.56 2.59
C 2.58 -4.34 3.84
C 1.33 -3.75 3.92
C 0.66 -3.39 2.77
C -1.18 -4.12 0.12
C -2.23 -3.94 -0.78
C -3.26 -4.86 -0.86
C -3.25 -5.99 -0.05
C -2.22 -6.17 0.85
C -1.19 -5.25 0.94
C 1.27 -3.07 -2.57
C 2.19 -3.62 -3.48
C -1.93 -1.20 -3.45
C -1.59 -1.58 -4.73
C -2.52 -1.77 -5.76
C -3.85 -1.64 -5.46
C -5.08 -1.86 -6.28
C -6.26 -1.62 -5.31
C -5.61 -1.31 -3.99
C -6.14 -1.12 -2.75
C -5.26 -0.85 -1.70
C -3.88 -0.75 -1.84
P -2.90 -0.03 -0.45
C -3.40 1.70 -0.89
C -4.71 2.16 -0.89
C -4.99 3.47 -1.25
C -3.96 4.32 -1.63
C -2.66 3.84 -1.69
C -2.39 2.54 -1.33
C -4.02 -0.49 0.94
C -4.05 -1.85 1.24
C -4.80 -2.34 2.29
C -5.52 -1.46 3.09
C -5.47 -0.10 2.82
C -4.73 0.38 1.75
C -3.30 -1.05 -3.10
C -4.22 -1.30 -4.14
H 0.96 -0.09 -4.15
H 2.76 -1.03 -5.57
H 3.37 -4.01 -6.31
H 4.68 -3.36 -5.32
H 3.44 -6.00 -5.06
H 4.70 -5.32 -4.04
H 2.64 -6.71 -2.18
H 1.23 -5.71 -0.45
H 2.95 -4.37 0.48
H 4.14 -5.02 2.52
H 3.11 -4.62 4.73
H 0.87 -3.57 4.88
H -0.33 -2.97 2.84
H -2.25 -3.08 -1.43
H -4.07 -4.70 -1.56
H -4.04 -6.72 -0.13
H -2.20 -7.04 1.49
H -0.40 -5.42 1.65
H -0.55 -1.78 -4.96
H -2.19 -2.07 -6.74
H -5.11 -1.18 -7.13
H -5.10 -2.87 -6.68
H -6.90 -0.80 -5.64
H -6.89 -2.51 -5.22
H -7.20 -1.17 -2.55
H -5.69 -0.71 -0.72
H -5.53 1.52 -0.62
H -6.00 3.83 -1.24
H -4.18 5.35 -1.87
H -1.86 4.48 -2.03
H -1.38 2.16 -1.37
H -3.48 -2.54 0.62
H -4.82 -3.40 2.49
H -6.11 -1.83 3.91
H -6.03 0.59 3.44
H -4.74 1.44 1.56
C -0.50 4.20 5.22
O 0.51 4.07 4.26
C 1.77 4.49 4.59
C 2.12 5.04 5.82
C 3.40 5.51 6.05
C 4.35 5.46 5.05
C 4.03 4.89 3.83
C 2.76 4.39 3.60
N 2.47 3.86 2.32
C 2.14 2.57 2.01
N 1.84 1.77 3.07
C 0.81 0.83 3.26
C 0.17 0.11 2.24
C -0.96 -0.63 2.64
C -1.40 -0.70 3.95
C -0.67 -0.08 4.95
C 0.43 0.67 4.61
O 1.16 1.35 5.58
C 1.76 0.52 6.56
N 2.12 2.12 0.78
C 2.60 2.83 -0.33
C 1.88 2.74 -1.52
C 2.35 3.25 -2.71
C 3.57 3.90 -2.74
C 4.30 4.03 -1.58
C 3.85 3.49 -0.38
O 4.61 3.55 0.76
C 6.01 3.57 0.62
H -1.42 3.89 4.73
H -0.60 5.23 5.57
H -0.31 3.54 6.08
H 1.39 5.10 6.61
H 3.64 5.93 7.01
H 5.34 5.85 5.22
H 4.76 4.83 3.04
H 2.93 4.36 1.57
H 2.07 2.20 3.96
H -1.52 -1.19 1.89
H -2.30 -1.24 4.20
H -0.97 -0.16 5.98
H 1.02 -0.04 7.13
H 2.30 1.19 7.23
H 2.46 -0.18 6.09
H 0.91 2.24 -1.50
H 1.77 3.15 -3.62
H 3.96 4.31 -3.66
H 5.25 4.54 -1.60
H 6.35 2.77 -0.04
H 6.41 3.40 1.62
H 6.38 4.53 0.25
C 4.64 0.36 -1.78
C 4.00 -0.70 -0.86
O 2.67 -0.79 -0.98
C 4.75 -2.02 -1.21
F 4.49 -3.04 -0.40
F 6.09 -1.86 -1.18
F 4.47 -2.43 -2.45
C 4.34 -0.43 0.65
F 4.44 0.87 0.94
F 3.33 -0.90 1.44
F 5.46 -0.99 1.10
H 4.49 0.03 -2.80
H 5.71 0.48 -1.60
H 4.12 1.31 -1.66
C -2.21 2.52 2.51
N -2.00 3.85 1.97
C -3.20 4.63 1.74
C -0.92 3.98 1.13
O -0.33 3.00 0.68
N -0.58 5.27 0.83
C 0.36 5.53 -0.23
C -0.58 6.30 1.86
H -3.04 2.56 3.22
H -1.31 2.20 3.02
H -2.45 1.79 1.73
H -3.97 4.01 1.29
H -2.98 5.45 1.07
H -3.58 5.02 2.69
H 0.33 4.72 -0.96
H 1.39 5.62 0.13
H 0.09 6.47 -0.72
H -1.36 6.11 2.58
H -0.74 7.27 1.40
H 0.38 6.31 2.37
```

Values from the calculation:
Charge: +1
Gap between HOMO and LUMO in eV: 7.74
HOMO energy in eV: -9.7
F_max in eV Å⁻¹: 2.64

***

# C7H10

C7H10 as an isolated structure at a distorted geometry (the ωB97M-V functional and the def2-TZVPD basis, the Open Molecules 2025 dataset).

Structure (XYZ):
```
17
Properties=species:S:1:pos:R:3
C 0.73 1.53 -0.51
C -0.13 0.55 -1.10
C -0.15 -0.91 -0.79
C 0.79 -1.45 0.27
C 0.26 -0.72 1.53
C -0.94 -0.12 1.28
C -1.32 -0.50 -0.05
H 1.01 2.40 -1.13
H -0.85 2.37 0.63
H 1.67 1.25 0.04
H -0.54 0.86 -2.06
H -0.38 -1.49 -1.67
H 1.84 -1.20 0.08
H 0.73 -2.55 0.21
H 0.94 -0.44 2.33
H -1.33 1.25 1.23
H -2.34 -0.84 -0.29
```

Values from the calculation:
Charge: 0
Gap between HOMO and LUMO (spin up / spin down) in eV: 6.82 / 7.19
HOMO energy (spin up / spin down) in eV: -7.7 / -8.0
F_max in eV Å⁻¹: 2.44